Record 1
{
  "formula": "C15H17N3O6P2SY",
  "method": "ωB97M-V with the def2-TZVPD basis set",
  "max_force_ev_per_a": 2.1,
  "e_tot_ev": -63046.84249,
  "e_lumo_ev": [-0.64, -0.63],
  "multiplicity": 2,
  "homo_lumo_gap_ev": [4.62, 7.73],
  "species": ["Y", "C", "C", "C", "C", "C", "C", "N", "N", "C", "C", "C", "C", "C", "C", "H", "H", "H", "H", "H", "H", "H", "H", "H", "N", "C", "C", "P", "O", "O", "O", "P", "O", "O", "O", "H", "H", "H", "H", "H", "H", "H", "H", "S", "C"],
  "xyz": [[-0.1188, 0.0662, 0.7610], [-1.7577, -4.8548, -2.0719], [-2.5665, -4.9327, -0.9424], [-2.5183, -3.9472, 0.0261], [-1.6482, -2.8742, -0.1370], [-0.8381, -2.7907, -1.2614], [-0.8953, -3.7819, -2.2294], [-1.5433, -1.8035, 0.8107], [-2.3191, -1.8771, 1.7851], [-2.3209, -0.8004, 2.6996], [-3.1732, -0.9875, 3.7915], [-3.3146, 0.0265, 4.7166], [-2.6126, 1.2149, 4.5301], [-1.7648, 1.3731, 3.4392], [-1.5865, 0.3781, 2.4753], [-1.8064, -5.6276, -2.8276], [-3.2432, -5.7681, -0.8187], [-3.1456, -3.9923, 0.9043], [-0.1712, -1.9475, -1.3930], [-0.2693, -3.7083, -3.1085], [-3.7118, -1.9222, 3.8895], [-3.9711, -0.0964, 5.5680], [-2.7331, 2.0227, 5.2428], [-1.2247, 2.3091, 3.3368], [3.1423, 0.7327, 3.1992], [3.3032, 0.5442, 1.6886], [4.7633, 0.6023, 1.2804], [2.2267, 1.9023, 0.9706], [3.2045, 3.1661, 1.1199], [1.1152, 1.9314, 2.0001], [1.7985, 1.6456, -0.4200], [2.4568, -1.0993, 1.3592], [3.6087, -2.1909, 1.5571], [1.4583, -1.1678, 2.4783], [1.8727, -1.1321, -0.0137], [3.9899, 1.0679, 3.6501], [2.7961, -0.1472, 3.6098], [2.3443, 1.3929, 3.3124], [5.2016, 1.5702, 1.5257], [4.8299, 0.4809, 0.1987], [5.3407, -0.1969, 1.7473], [3.1183, 3.7724, 0.3737], [3.9389, -2.5244, 0.7138], [-2.1750, 2.1933, -1.4477], [-1.3201, 0.9507, -1.0421]],
  "atomic_forces_ev_per_a": [[1.1, 1.1, -1.3], [0.0, 0.0, 0.0], [0.0, 0.0, 0.0], [0.0, 0.0, 0.1], [0.1, 0.0, 0.0], [0.0, 0.0, 0.0], [0.0, 0.0, 0.0], [-0.6, -0.5, 0.1], [-0.1, -0.2, 0.0], [-0.2, 0.2, 0.1], [0.0, -0.1, -0.1], [0.0, 0.1, 0.0], [0.0, -0.1, 0.0], [0.0, 0.0, 0.0], [-0.7, -0.2, 0.9], [0.0, 0.0, 0.0], [0.0, 0.0, 0.0], [0.0, 0.0, 0.0], [0.0, 0.0, 0.0], [0.0, 0.0, 0.0], [0.0, 0.0, 0.0], [0.0, 0.0, 0.0], [0.0, 0.0, 0.0], [0.0, 0.0, 0.0], [-0.1, -0.1, 0.0], [0.0, 0.0, -0.1], [0.0, 0.0, 0.0], [0.2, 0.3, 0.2], [0.0, -0.1, 0.0], [0.1, -0.3, -0.1], [0.0, -0.2, 0.0], [0.4, -0.3, 0.2], [0.0, 0.1, 0.0], [0.1, 0.1, -0.1], [0.0, 0.0, 0.1], [0.0, 0.0, 0.0], [0.1, 0.1, 0.0], [0.0, 0.0, 0.0], [0.0, 0.0, 0.0], [0.0, 0.0, 0.0], [0.0, 0.0, 0.0], [0.0, 0.0, 0.0], [0.0, -0.1, 0.0], [-0.1, 0.0, -0.2], [-0.2, 0.1, 0.1]]
}

Record 2
{
  "formula": "ClH5NO6P3",
  "method": "ωB97M-V with the def2-TZVPD basis set",
  "max_force_ev_per_a": 6.5,
  "e_tot_ev": -54245.45086,
  "e_lumo_ev": -0.41,
  "multiplicity": 1,
  "homo_lumo_gap_ev": 9.95,
  "smiles": "NO[P@@](=O)(O[PH2]=O)OP(O)Cl",
  "species": ["N", "O", "P", "O", "O", "P", "O", "O", "P", "O", "Cl", "H", "H", "H", "H", "H"],
  "xyz": [[0.3683, -2.2767, -0.1960], [-0.4328, -1.4390, -0.8782], [-0.1264, 0.2335, -0.4815], [-0.1067, 0.3872, 1.0912], [1.4795, 0.6984, -1.0808], [2.6007, 0.8784, 0.2448], [4.0264, 1.2194, -0.4271], [-1.2617, 1.2598, -1.3125], [-2.8786, 1.1102, -0.6831], [-3.3258, -0.5947, -0.4612], [-2.9967, 1.9004, 1.3306], [1.3669, -2.2137, -0.4923], [0.2673, -2.1837, 0.8388], [2.2623, 1.9746, 1.1535], [2.6308, -0.3852, 0.9540], [-3.8734, -0.5689, 0.3999]],
  "atomic_forces_ev_per_a": [[2.3, -1.9, 1.9], [-0.7, 4.6, -1.2], [1.3, 0.7, 3.2], [-0.1, -0.4, -5.4], [-2.6, -0.9, 3.0], [5.3, 1.6, -3.3], [-5.4, -1.4, 2.6], [1.2, -3.7, 2.9], [-1.5, -0.7, -0.4], [0.5, 3.2, 1.8], [0.5, -0.9, -1.2], [-1.1, 0.1, 0.3], [0.1, 0.3, -1.2], [-0.4, -1.2, -0.9], [-0.5, 1.0, -0.5], [1.2, -0.3, -1.7]]
}

Record 3
{
  "formula": "C21H39F9IN2O10PS",
  "method": "ωB97M-V with the def2-TZVPD basis set",
  "max_force_ev_per_a": 1.7,
  "e_tot_ev": -98543.36972,
  "e_lumo_ev": -1.50,
  "multiplicity": 1,
  "homo_lumo_gap_ev": 6.03,
  "species": ["C", "N", "C", "C", "C", "C", "C", "O", "O", "P", "C", "C", "C", "O", "O", "O", "C", "C", "C", "O", "S", "O", "O", "C", "F", "F", "C", "F", "F", "C", "F", "F", "C", "F", "F", "F", "O", "C", "I", "H", "H", "H", "H", "H", "H", "H", "H", "H", "H", "H", "H", "H", "H", "H", "H", "H", "H", "H", "H", "H", "H", "H", "H", "H", "H", "H", "C", "C", "C", "O", "C", "N", "H", "H", "H", "H", "H", "H", "H", "H", "H", "H", "H", "H"],
  "xyz": [[-0.3140, 1.4482, 5.9694], [0.0517, 0.3957, 5.0336], [-0.5258, 0.5646, 3.7009], [0.3213, 0.0053, 2.5592], [0.6960, -1.4651, 2.8258], [-0.5207, -2.3912, 2.9485], [-0.9390, -2.7033, 4.3952], [0.2068, -2.8100, 5.2331], [-0.4807, 0.1052, 1.3965], [0.2707, 0.5625, -0.0586], [0.8085, -1.1663, -0.5923], [2.2449, -1.6710, -0.3722], [3.4130, -1.0442, -1.1001], [4.4363, -0.7993, -0.5898], [3.2728, -0.8756, -2.4790], [0.9548, 1.2080, -1.4666], [1.3581, 2.5168, -1.8450], [2.5308, 3.1575, -1.1161], [2.6663, 4.6073, -1.5548], [3.7119, 2.4077, -1.4080], [-0.7188, 2.7409, 0.4667], [0.1686, 3.8873, 0.3159], [-1.5528, 2.7032, 1.6631], [-2.0723, 2.9495, -0.8435], [-1.5703, 2.7580, -2.0821], [-2.9810, 1.9665, -0.6223], [-2.8218, 4.3263, -0.8051], [-2.4961, 5.0139, -1.9200], [-2.4597, 5.0589, 0.2469], [-4.3887, 4.2621, -0.8340], [-4.7671, 3.5914, -1.9353], [-4.7931, 5.5399, -0.9592], [-5.1573, 3.6610, 0.4010], [-4.4375, 3.7592, 1.5067], [-6.3013, 4.3262, 0.5776], [-5.4694, 2.3848, 0.1927], [1.6288, 1.0140, 0.8400], [1.6389, 0.7621, 2.2087], [2.0518, 2.6362, 3.2259], [-0.2313, 1.0875, 7.0022], [0.2996, 2.3567, 5.8802], [-1.3603, 1.7173, 5.7964], [1.0574, 0.2837, 4.9902], [-0.7582, 1.6089, 3.4690], [-1.4858, 0.0261, 3.6522], [1.3109, -1.5496, 3.7293], [1.3247, -1.8096, 2.0051], [-1.3664, -1.9286, 2.4223], [-0.3262, -3.3412, 2.4298], [-1.4829, -3.6588, 4.4212], [-1.6299, -1.9332, 4.7586], [0.0489, -2.3190, 6.0481], [-0.9738, 0.3520, -0.6954], [0.5989, -1.1685, -1.6707], [0.0930, -1.8571, -0.1247], [2.2929, -2.7464, -0.6569], [2.5483, -1.6503, 0.6748], [3.1399, -1.7413, -2.8816], [1.6547, 2.4370, -2.9032], [0.5178, 3.2150, -1.8223], [2.3565, 3.1448, -0.0370], [1.7315, 5.1534, -1.4068], [2.9556, 4.6595, -2.6156], [3.4460, 5.1034, -0.9662], [4.4016, 3.0204, -1.6908], [2.5175, 0.1704, 2.4755], [0.3992, -5.1357, -4.9194], [0.8340, -4.8081, -3.5053], [-0.2809, -4.4348, -2.5315], [-0.7771, -3.1678, -2.8797], [-2.0415, -3.1080, -3.5459], [1.6853, -3.5564, -3.5056], [-0.0177, -4.2626, -5.4241], [1.2323, -5.5104, -5.5148], [-0.3667, -5.9085, -4.8920], [1.4528, -5.6076, -3.0977], [0.1494, -4.3535, -1.5275], [-1.0638, -5.1945, -2.4990], [-2.6610, -3.9621, -3.2696], [-1.9218, -3.0785, -4.6307], [-2.5259, -2.1915, -3.2189], [2.3727, -3.5323, -4.2583], [2.1608, -3.4532, -2.6038], [1.0247, -2.7613, -3.5833]],
  "atomic_forces_ev_per_a": [[0.0, 0.0, 0.2], [0.0, -0.3, 0.0], [-0.2, 0.2, 0.0], [0.0, 0.0, 0.1], [-0.1, -0.1, 0.0], [-0.1, -0.1, 0.0], [-0.1, 0.1, -0.1], [-0.1, -0.2, 0.3], [0.3, -0.2, 0.0], [0.3, -0.6, -0.5], [0.3, 0.1, -0.3], [-0.2, -0.1, 0.1], [-1.3, -0.3, -0.6], [1.4, 0.6, 0.8], [-0.1, -0.2, -0.3], [0.1, -0.1, 0.6], [0.0, 0.4, -0.5], [-0.2, -0.1, 0.3], [0.2, 0.0, -0.2], [0.3, 0.0, -0.1], [-0.2, 0.2, 0.4], [-0.3, 0.2, 0.0], [0.1, 0.1, -0.1], [-0.1, 0.2, 0.2], [-0.2, -0.1, -0.1], [-0.1, -0.1, 0.0], [-0.2, -0.3, -0.2], [0.1, 0.1, -0.1], [0.1, 0.1, 0.2], [0.1, -0.1, 0.2], [-0.1, 0.0, -0.2], [-0.1, 0.1, 0.0], [0.2, 0.0, -0.2], [0.0, 0.0, 0.1], [-0.1, 0.1, 0.0], [0.0, -0.1, 0.0], [0.3, -0.1, 0.3], [-0.2, 0.0, -0.5], [0.0, 0.0, 0.1], [0.0, 0.0, -0.2], [-0.2, -0.1, -0.1], [0.1, 0.0, 0.1], [-0.1, 0.2, 0.0], [0.1, -0.1, 0.0], [0.1, 0.1, 0.0], [-0.1, 0.1, -0.1], [-0.1, 0.0, 0.1], [0.1, -0.2, 0.1], [0.1, 0.2, 0.1], [0.0, 0.1, -0.1], [0.3, 0.0, 0.0], [0.0, 0.1, -0.3], [-0.1, 0.2, 0.1], [0.0, 0.0, 0.1], [0.2, 0.1, 0.0], [0.0, 0.1, 0.1], [-0.1, 0.0, -0.1], [0.0, 0.4, 0.1], [0.0, -0.2, 0.2], [0.3, -0.2, 0.0], [0.1, -0.1, -0.2], [0.1, -0.1, 0.0], [-0.1, 0.0, 0.1], [-0.1, 0.0, -0.1], [-0.1, -0.2, 0.1], [-0.1, 0.1, -0.1], [0.0, 0.1, 0.0], [0.0, -0.1, 0.1], [-0.1, 0.0, 0.1], [-0.1, 0.0, -0.1], [-0.1, 0.1, 0.1], [0.1, 0.0, 0.0], [-0.1, 0.0, 0.0], [0.0, 0.0, 0.0], [0.0, 0.0, 0.0], [0.0, 0.0, 0.0], [-0.1, 0.0, 0.0], [0.1, -0.1, -0.1], [0.0, 0.0, 0.0], [0.0, -0.1, 0.0], [0.0, 0.0, 0.0], [0.0, 0.0, 0.0], [0.0, 0.0, 0.0], [0.0, 0.0, 0.0]]
}